Record 1
DFT (ωB97M-V/def2-TZVPD) results for C28H40ClN3O3 in the gas phase in a non-equilibrium geometry.

Structure (XYZ):
```
75
Properties=species:S:1:pos:R:3
C 2.07 3.61 1.55
C 1.85 4.05 0.11
C 0.37 4.14 -0.28
C -0.33 2.78 -0.27
C -1.76 2.88 -0.82
C -2.55 1.57 -0.69
C -1.96 0.40 -1.47
N -0.93 -0.29 -0.71
C -0.60 -1.56 -0.97
O -1.11 -2.19 -1.89
C 0.47 -2.21 -0.08
C -0.21 -3.27 0.82
C -1.47 -2.86 1.59
C -2.78 -2.91 0.77
C -3.33 -1.53 1.05
C -4.59 -1.02 0.57
C -5.28 -1.68 -0.45
C -6.48 -1.19 -0.92
C -7.00 -0.02 -0.38
Cl -8.50 0.60 -0.97
C -6.33 0.64 0.64
C -5.14 0.15 1.11
N -2.53 -0.82 1.76
O -1.40 -1.51 2.08
C 1.30 -1.24 0.78
C 2.17 -0.31 -0.08
N 3.04 -1.10 -0.92
C 4.39 -1.14 -0.89
O 5.02 -1.88 -1.62
C 5.08 -0.22 0.09
C 5.14 -0.76 1.50
C 6.28 0.51 -0.44
C 5.01 1.26 -0.15
C 2.30 -1.98 -1.81
C 1.45 -2.96 -1.01
H 1.72 2.59 1.71
H 3.13 3.65 1.80
H 1.54 4.27 2.23
H 2.31 5.03 -0.04
H 2.35 3.35 -0.56
H 0.30 4.57 -1.28
H -0.14 4.82 0.41
H 0.25 2.09 -0.89
H -0.37 2.40 0.75
H -1.72 3.17 -1.87
H -2.29 3.66 -0.28
H -2.63 1.29 0.36
H -3.56 1.75 -1.05
H -1.53 0.75 -2.42
H -2.74 -0.33 -1.71
H -0.63 0.16 0.14
H 0.53 -3.62 1.54
H -0.49 -4.12 0.19
H -1.56 -3.51 2.47
H -3.46 -3.69 1.11
H -2.59 -3.04 -0.29
H -4.88 -2.58 -0.89
H -7.01 -1.70 -1.71
H -6.75 1.55 1.06
H -4.61 0.65 1.90
H 0.67 -0.66 1.45
H 1.96 -1.84 1.40
H 2.75 0.35 0.55
H 1.53 0.30 -0.73
H 5.65 -1.73 1.50
H 5.70 -0.08 2.14
H 4.15 -0.90 1.92
H 6.55 0.35 -1.47
H 7.12 0.65 0.22
H 4.43 1.63 -0.98
H 4.99 1.92 0.71
H 3.03 -2.52 -2.41
H 1.67 -1.38 -2.47
H 0.87 -3.57 -1.70
H 2.09 -3.60 -0.42
```

Its SMILES is CCCCCCCNC(=O)C1(C[C@@H]2CC(c3ccc(Cl)cc3)=NO2)CCN(C(=O)C2(C)CC2)CC1. For the frontier orbital gap, the calculation gives 8.95 eV. Its HOMO energy is -8.7 eV. The LUMO energy comes out at 0.248 eV. The value obtained for the energy is -52820.593 eV.

Record 2
DFT (ωB97M-V/def2-TZVPD) results for a molecular structure, C28H40KN5O3PS2.

Structure (XYZ):
```
80
Properties=species:S:1:pos:R:3
K 0.82 0.03 -0.40
C 1.12 -0.40 -3.74
C -0.21 0.30 -3.95
C -0.64 1.32 -2.90
C -1.94 2.00 -3.14
C -2.01 3.44 -2.85
C -0.96 4.06 -2.30
C 0.25 3.30 -2.04
N 0.43 2.07 -2.33
N 1.16 -1.49 -2.75
C 2.52 -2.05 -2.73
C 3.61 -1.05 -2.39
C 4.80 -1.06 -3.10
C 5.80 -0.17 -2.73
C 5.57 0.70 -1.68
C 4.34 0.64 -1.05
N 3.37 -0.20 -1.38
C 0.22 -2.58 -3.11
C -1.11 -2.49 -2.40
C -1.17 -2.56 -1.01
C -2.40 -2.49 -0.39
C -3.53 -2.39 -1.17
C -3.38 -2.36 -2.55
N -2.19 -2.40 -3.16
H 1.86 0.34 -3.45
H 1.43 -0.80 -4.72
H -1.03 -0.41 -4.10
H -0.11 0.86 -4.88
H -2.55 1.64 -3.96
H -2.90 3.98 -3.13
H -0.97 5.12 -2.08
H 1.10 3.82 -1.60
H 2.77 -2.52 -3.69
H 2.55 -2.84 -1.97
H 4.94 -1.75 -3.92
H 6.74 -0.16 -3.26
H 6.32 1.41 -1.36
H 4.12 1.32 -0.23
H 0.69 -3.53 -2.85
H 0.04 -2.60 -4.19
H -0.25 -2.69 -0.44
H -2.47 -2.52 0.69
H -4.52 -2.33 -0.73
H -4.24 -2.28 -3.20
S -1.98 0.84 -1.71
C -3.29 0.31 1.33
N -3.43 1.61 1.31
C -3.95 2.36 2.47
C -4.70 1.34 3.31
S -4.01 -0.28 2.78
H -3.00 2.13 0.54
H -4.59 3.17 2.13
H -3.11 2.78 3.02
H -5.77 1.34 3.11
H -4.54 1.48 4.38
C -1.27 0.36 5.63
C -0.74 -1.00 5.25
O 0.27 -0.89 4.22
P -0.21 -1.03 2.67
O -0.35 0.52 2.18
C 0.59 1.55 2.54
C 0.08 2.85 1.97
O 1.28 -1.27 2.00
C 1.94 -2.52 2.27
C 3.10 -2.32 3.22
H -2.01 0.26 6.43
H -1.76 0.83 4.77
H -0.47 1.01 5.98
H -1.55 -1.65 4.89
H -0.25 -1.49 6.09
H 1.58 1.30 2.15
H 0.68 1.60 3.63
H -0.06 2.77 0.88
H 0.78 3.66 2.17
H -0.88 3.11 2.41
H 2.28 -2.91 1.31
H 1.21 -3.24 2.68
H 3.81 -1.62 2.80
H 3.61 -3.27 3.38
H 2.75 -1.94 4.17
```

The charge is +1. For the frontier orbital gap, the calculation gives 8.13 eV. Its HOMO energy is -10.7 eV. The LUMO energy comes out at -2.598 eV. The value obtained for the energy is -90558.622 eV.

Record 3
DFT (ωB97M-V/def2-TZVPD) results for a molecular structure, C28H40N10PdS in a non-equilibrium geometry.

Structure (XYZ):
```
80
Properties=species:S:1:pos:R:3
Pd -1.09 -0.70 0.35
C -5.29 0.00 -0.01
C -3.80 -0.07 -0.11
N -3.04 -0.66 0.73
N -3.51 -1.32 1.83
C -2.62 -2.03 2.58
N -3.11 -2.71 3.60
S -0.96 -2.02 2.26
C -3.06 0.58 -1.22
C -3.68 1.28 -2.24
C -2.90 1.89 -3.21
C -1.53 1.80 -3.13
C -0.97 1.07 -2.10
N -1.72 0.47 -1.18
H -5.65 -0.17 1.00
H -5.76 -0.73 -0.67
H -5.64 0.99 -0.31
H -4.50 -1.35 2.00
H -4.09 -2.69 3.87
H -2.47 -3.22 4.19
H -4.76 1.35 -2.27
H -3.37 2.45 -4.01
H -0.89 2.28 -3.86
H 0.10 0.95 -1.98
C -1.81 2.43 1.71
N -0.68 2.89 0.94
C -0.90 4.09 0.15
C 0.53 2.26 1.03
N 0.60 0.96 1.10
C 1.59 0.37 1.91
C 1.93 0.97 3.11
C 2.93 0.46 3.95
C 3.59 -0.68 3.60
C 3.21 -1.39 2.44
C 3.84 -2.63 2.17
C 3.42 -3.40 1.13
C 2.38 -2.94 0.30
C 1.81 -1.70 0.46
N 0.77 -1.32 -0.45
C 0.83 -1.72 -1.71
N -0.28 -2.14 -2.37
C -1.21 -3.10 -1.79
C -0.51 -1.83 -3.78
N 1.97 -1.63 -2.42
C 3.06 -0.75 -2.01
C 2.32 -2.59 -3.46
C 2.19 -0.89 1.57
N 1.63 3.07 0.89
C 1.72 4.36 1.56
C 2.92 2.53 0.48
H -2.66 2.21 1.06
H -2.13 3.22 2.41
H -1.53 1.55 2.28
H -1.77 3.94 -0.48
H -0.04 4.28 -0.48
H -1.08 4.97 0.78
H 1.39 1.87 3.40
H 3.18 0.98 4.86
H 4.38 -1.08 4.22
H 4.63 -2.96 2.82
H 3.86 -4.37 0.95
H 2.01 -3.59 -0.48
H -0.91 -3.34 -0.78
H -1.20 -4.01 -2.38
H -2.23 -2.71 -1.80
H 0.14 -1.02 -4.09
H -1.55 -1.52 -3.90
H -0.34 -2.69 -4.43
H 2.68 0.06 -1.40
H 3.54 -0.35 -2.90
H 3.81 -1.29 -1.43
H 1.65 -3.45 -3.43
H 3.33 -2.96 -3.27
H 2.30 -2.15 -4.45
H 0.80 4.56 2.12
H 1.89 5.17 0.85
H 2.55 4.34 2.27
H 2.76 1.65 -0.16
H 3.53 2.23 1.33
H 3.44 3.29 -0.09
```

The charge is +2. For the frontier orbital gap, the calculation gives 5.27 eV. Its HOMO energy is -11.7 eV. The LUMO energy comes out at -6.444 eV. The value obtained for the energy is -58889.097 eV.

Record 4
DFT (ωB97M-V/def2-TZVPD) results for a molecular structure, C28H40N4O7PS2Zr.

Structure (XYZ):
```
83
Properties=species:S:1:pos:R:3
Zr 0.69 -1.00 -0.20
C -0.25 -3.90 -2.75
C -1.22 -3.54 -1.63
C -2.40 -2.72 -2.15
C -0.50 -2.82 -0.50
H -0.75 -4.46 -3.54
H 0.58 -4.49 -2.38
H 0.17 -2.99 -3.20
H -1.63 -4.48 -1.25
H -2.07 -1.73 -2.49
H -3.15 -2.57 -1.37
H -2.90 -3.21 -2.98
H 0.33 -3.47 -0.14
H -1.17 -2.73 0.38
C -5.54 2.54 5.44
C -4.42 3.18 4.64
S -4.51 2.62 2.96
O -4.22 1.21 2.92
O -5.72 3.10 2.35
C -3.15 3.45 2.14
C -3.22 3.10 0.64
N -1.96 2.53 0.15
C -1.75 1.22 -0.03
N -0.49 1.00 -0.43
C 0.13 2.22 -0.48
C -0.76 3.16 -0.11
N -0.52 4.57 0.03
O 0.54 4.97 -0.36
O -1.40 5.24 0.55
C -2.77 0.16 0.18
H -5.49 2.89 6.47
H -5.45 1.46 5.44
H -6.52 2.81 5.04
H -3.44 2.90 5.01
H -4.51 4.27 4.61
H -2.23 3.07 2.59
H -3.22 4.52 2.31
H -3.46 3.99 0.06
H -3.99 2.36 0.45
H 1.17 2.34 -0.72
H -3.60 0.29 -0.51
H -3.16 0.20 1.20
H -2.33 -0.81 0.00
O 2.87 -3.89 -1.01
C 3.34 -2.83 -0.71
N 2.69 -1.87 0.08
S 3.57 -0.52 0.28
O 4.08 -0.28 1.58
O 2.64 0.51 -0.25
C 4.86 -0.96 -0.83
C 5.97 -0.25 -1.22
C 6.88 -0.89 -2.05
C 6.67 -2.22 -2.44
C 5.55 -2.92 -2.03
C 4.64 -2.28 -1.21
H 6.13 0.77 -0.89
H 7.76 -0.37 -2.38
H 7.40 -2.70 -3.08
H 5.38 -3.95 -2.32
C 0.06 -0.46 4.72
C 0.25 -1.67 4.07
C 0.39 -1.69 2.69
C 0.33 -0.52 1.93
C 0.15 0.69 2.62
C 0.01 0.72 3.99
H -0.04 -0.44 5.80
H 0.30 -2.59 4.64
H 0.55 -2.65 2.21
H 0.13 1.63 2.07
H -0.11 1.66 4.51
C -0.21 -0.32 -4.15
P 1.18 -0.27 -2.97
C 2.48 -1.27 -3.79
C 1.81 1.42 -3.24
H 0.11 0.06 -5.12
H -1.02 0.31 -3.78
H -0.59 -1.33 -4.28
H 2.52 -1.03 -4.85
H 2.29 -2.34 -3.66
H 3.44 -1.03 -3.33
H 2.14 1.52 -4.27
H 2.64 1.62 -2.57
H 1.02 2.15 -3.06
```

The charge is +1. For the frontier orbital gap, the calculation gives 8.43 eV. Its HOMO energy is -11.7 eV. The LUMO energy comes out at -3.299 eV. The value obtained for the energy is -82210.695 eV.

Record 5
DFT (ωB97M-V/def2-TZVPD) results for a molecular structure, C28H41AlF15O11 in a non-equilibrium geometry.

Structure (XYZ):
```
96
Properties=species:S:1:pos:R:3
C -0.05 1.03 -0.15
C 0.31 1.67 -1.29
Al -0.42 3.53 -1.81
C 1.03 4.37 -2.98
C 1.73 5.61 -2.41
C 2.25 5.45 -0.96
C -2.09 3.25 -2.98
C -3.37 3.87 -2.41
C -3.27 5.12 -1.61
O -3.80 5.10 -2.95
H -1.11 0.92 0.09
H 0.72 0.64 0.53
H 1.08 1.24 -1.93
H -0.68 4.31 -0.42
H 1.78 3.62 -3.25
H 0.53 4.67 -3.91
H 2.61 5.82 -3.03
H 1.11 6.50 -2.51
H 1.84 4.59 -0.44
H 2.04 6.36 -0.40
H 3.33 5.33 -0.99
H -2.02 3.67 -3.99
H -2.30 2.18 -2.97
H -4.15 3.17 -2.09
H -2.34 5.66 -1.59
H -4.07 5.24 -0.88
C 1.17 8.30 3.79
C 2.42 7.82 4.50
O 2.62 6.41 4.29
C 3.20 6.07 3.15
O 3.58 6.81 2.30
C 3.38 4.54 3.09
F 2.28 3.91 3.50
F 4.39 4.16 3.89
F 3.65 4.15 1.86
H 0.30 7.71 4.11
H 0.99 9.35 4.02
H 1.26 8.19 2.71
H 2.32 7.95 5.57
H 3.30 8.37 4.17
C 2.38 -3.65 -6.17
C 2.77 -2.87 -4.94
O 2.66 -1.45 -5.17
C 1.44 -0.94 -5.04
O 0.45 -1.54 -4.76
C 1.49 0.58 -5.24
F 2.24 0.91 -6.31
F 2.02 1.16 -4.17
F 0.27 1.07 -5.43
H 2.98 -3.34 -7.03
H 2.54 -4.72 -6.01
H 1.33 -3.50 -6.42
H 3.81 -3.04 -4.69
H 2.17 -3.15 -4.08
C -4.29 1.00 0.26
C -4.73 1.85 1.42
O -5.82 1.22 2.15
C -5.49 0.30 3.03
O -4.38 -0.07 3.31
C -6.75 -0.22 3.73
F -7.74 -0.46 2.86
F -7.20 0.68 4.62
F -6.50 -1.35 4.39
H -5.13 0.77 -0.40
H -3.53 1.52 -0.32
H -3.87 0.05 0.60
H -5.13 2.80 1.07
H -3.91 2.06 2.10
C 0.41 -2.49 1.52
C -0.37 -2.71 0.24
O 0.45 -3.38 -0.74
C 0.54 -4.69 -0.66
O 0.02 -5.41 0.15
C 1.41 -5.22 -1.81
F 2.51 -4.49 -1.99
F 0.72 -5.21 -2.96
F 1.79 -6.48 -1.58
H 1.33 -1.95 1.31
H -0.18 -1.91 2.23
H 0.68 -3.44 1.99
H -0.65 -1.76 -0.20
H -1.28 -3.28 0.42
C 1.09 -9.01 1.15
C 0.70 -10.12 2.11
O 1.24 -9.89 3.42
C 0.55 -9.07 4.20
O -0.47 -8.52 3.93
C 1.23 -8.97 5.58
F 2.56 -8.82 5.46
F 1.01 -10.08 6.29
F 0.77 -7.94 6.27
H 2.17 -8.89 1.13
H 0.74 -9.24 0.14
H 0.66 -8.06 1.45
H 1.12 -11.07 1.78
H -0.38 -10.24 2.16
```

The charge is -1. For the frontier orbital gap, the calculation gives 6.09 eV. Its HOMO energy is -4.1 eV. The LUMO energy comes out at 1.965 eV. The value obtained for the energy is -99582.782 eV.